(1)
ORCA calculation (ωB97M-V with the def2-TZVPD basis set) on a cluster of 10 separate species, C32H72N8O12 in total in a non-equilibrium geometry.

```
124
Properties=species:S:1:pos:R:3:forces:R:3
C -2.250 1.175 -7.266 0.5 0.0 -2.0
O -1.902 1.165 -8.451 -0.6 0.6 1.6
N -2.475 0.062 -6.570 0.1 -1.4 0.5
C -2.753 -0.010 -5.140 -1.5 -0.7 -0.9
C -2.629 -1.243 -7.241 0.3 0.3 -0.1
H -2.457 2.075 -6.666 0.4 0.3 -0.1
H -2.420 -1.003 -4.840 0.8 0.4 0.6
H -3.830 -0.154 -5.058 -0.4 0.3 0.3
H -2.493 0.836 -4.504 0.5 -0.1 -0.3
H -3.676 -1.532 -7.332 -0.2 0.1 0.4
H -2.265 -1.245 -8.269 0.3 0.4 0.3
H -2.094 -1.990 -6.654 0.0 -0.1 -0.1
C -3.431 -3.630 -1.023 0.8 -0.1 1.2
O -2.565 -4.385 -0.652 0.7 -0.5 0.7
N -3.925 -3.625 -2.232 -2.7 2.3 -3.7
C -4.520 -2.322 -2.740 0.2 -0.8 1.0
C -3.564 -4.487 -3.351 1.1 -1.1 1.4
H -3.876 -2.862 -0.371 0.0 0.0 0.1
H -5.002 -1.767 -1.934 0.0 -0.2 0.2
H -5.281 -2.451 -3.510 0.2 -0.4 0.0
H -3.728 -1.678 -3.122 0.1 -0.1 -0.2
H -3.129 -5.418 -2.985 -0.1 0.0 0.5
H -4.434 -4.828 -3.911 0.1 0.8 -0.3
H -2.699 -4.058 -3.858 -0.5 0.3 -0.8
C -1.095 -0.514 1.129 2.0 -0.6 3.3
O -1.904 -0.249 1.982 -1.0 0.1 -1.1
N -1.180 -0.243 -0.206 -3.0 0.5 -1.7
C 0.026 -0.106 -0.956 0.7 -1.7 -0.5
C -2.521 0.126 -0.725 0.9 0.7 -0.1
H -0.120 -0.896 1.471 0.0 -0.1 -0.6
H 0.031 -0.642 -1.905 -1.0 0.5 -0.6
H 0.767 -0.758 -0.493 0.5 1.0 0.7
H 0.265 0.948 -1.094 0.2 0.0 0.2
H -3.384 -0.157 -0.123 0.6 -0.7 0.2
H -2.517 1.213 -0.649 0.1 0.6 -0.1
H -2.629 -0.040 -1.797 0.3 -0.4 0.2
C 4.057 -1.689 -1.726 -1.5 2.3 0.8
O 3.059 -1.194 -2.302 2.1 -0.9 1.0
N 5.149 -0.972 -1.270 -2.6 -2.5 -0.8
C 6.237 -1.724 -0.615 0.0 0.7 -1.2
C 5.266 0.450 -1.447 0.8 0.4 0.6
H 4.036 -2.693 -1.275 0.2 -0.2 -0.7
H 7.033 -1.758 -1.359 0.7 0.4 0.5
H 6.048 -2.788 -0.471 -0.8 0.2 0.2
H 6.482 -1.232 0.326 0.5 -0.2 -0.3
H 4.588 1.027 -2.078 -0.1 -1.2 -0.7
H 5.046 0.924 -0.490 0.8 0.2 0.4
H 6.300 0.562 -1.773 -0.1 0.9 0.1
C 2.789 0.306 1.623 0.1 -0.7 2.2
O 1.636 0.718 1.634 -0.1 -0.4 -0.2
N 3.345 -0.459 2.656 0.2 0.9 -1.2
C 4.768 -0.835 2.627 0.0 -0.5 -0.6
C 2.558 -1.104 3.751 0.1 -0.1 -1.8
H 3.450 0.590 0.790 0.3 -0.4 0.3
H 5.393 -0.319 3.357 -0.3 0.0 0.2
H 5.266 -0.742 1.662 -0.6 0.9 -0.2
H 4.903 -1.912 2.718 -0.4 -0.2 0.7
H 3.031 -0.991 4.727 -0.1 0.1 -0.2
H 1.514 -0.791 3.723 0.3 0.5 0.2
H 2.522 -2.143 3.425 0.1 -0.3 0.7
C 4.130 3.627 -3.083 -1.2 -0.1 0.8
O 5.087 3.887 -3.758 0.4 -0.2 -0.7
N 3.670 4.386 -2.059 0.5 1.2 -0.7
C 2.723 3.961 -1.042 0.6 0.2 -1.1
C 4.306 5.697 -1.902 0.3 -0.4 1.6
H 3.419 2.798 -3.224 0.3 -0.7 -0.3
H 2.335 2.997 -1.370 -0.5 0.1 0.0
H 2.007 4.781 -0.994 -0.5 -0.5 0.4
H 3.191 3.781 -0.075 0.1 0.3 0.1
H 5.032 5.953 -2.673 -0.2 -0.5 0.1
H 3.628 6.539 -1.767 -0.5 -0.3 -0.2
H 4.786 5.563 -0.933 0.7 0.8 0.0
C -4.832 -3.310 2.351 -2.7 -2.7 -2.7
O -5.069 -4.227 1.500 1.4 2.5 2.0
N -3.717 -3.105 3.032 -1.6 0.7 1.7
C -3.790 -2.196 4.210 -0.7 1.0 -0.9
C -2.544 -3.819 2.686 0.7 0.3 0.2
H -5.676 -2.628 2.540 0.3 0.2 0.4
H -3.641 -2.465 5.256 0.9 -1.3 -0.4
H -4.825 -1.873 4.319 -0.1 0.1 -0.6
H -3.219 -1.289 4.010 0.3 -0.1 0.1
H -1.848 -2.981 2.675 1.2 -0.7 0.1
H -2.357 -4.586 3.438 0.5 0.1 -0.1
H -2.610 -4.280 1.700 -0.2 0.1 0.0
C -1.262 3.475 -2.933 2.6 3.9 -2.8
O -2.057 2.906 -2.278 -2.3 -2.5 2.2
N -1.111 4.835 -2.961 -1.2 0.3 2.3
C -0.214 5.582 -3.828 -0.1 -1.6 -1.3
C -2.076 5.686 -2.228 0.4 0.1 0.0
H -0.600 3.046 -3.701 0.2 -0.6 0.2
H -0.672 5.330 -4.784 0.7 1.1 -0.7
H 0.802 5.188 -3.840 0.0 -0.2 0.2
H -0.118 6.653 -3.650 -0.6 -0.2 0.3
H -2.660 6.289 -2.924 0.1 0.0 -0.2
H -2.793 5.152 -1.604 0.4 -0.3 -0.2
H -1.500 6.375 -1.610 -0.1 0.0 0.1
O 1.906 -5.765 1.902 -0.7 2.2 1.4
C 1.571 -4.600 2.102 -0.2 -0.5 -2.5
O 0.872 -4.074 3.119 0.6 0.6 -1.1
C 0.609 -4.895 4.228 1.3 -0.8 1.3
C 1.548 -4.391 5.447 -1.8 -1.5 -1.0
C 1.855 -3.523 0.988 0.3 -1.8 0.2
H 0.775 -5.912 3.873 0.4 -0.2 0.6
H -0.471 -4.865 4.374 0.2 0.5 0.7
H 1.382 -5.038 6.307 -0.7 0.3 0.3
H 1.237 -3.359 5.610 0.4 -0.1 0.4
H 2.622 -4.555 5.358 0.0 0.5 -1.0
H 1.043 -2.947 0.544 -0.3 0.3 1.0
H 2.118 -4.149 0.135 0.5 0.0 0.1
H 2.724 -2.954 1.320 -0.2 0.4 -0.3
O 0.033 2.859 6.359 -3.4 0.9 -1.3
C -1.178 3.094 6.169 2.7 -1.4 -1.2
O -1.866 2.896 4.941 2.6 0.9 1.7
C -1.077 2.715 3.709 -1.4 0.3 -0.6
C -0.859 4.001 2.894 -0.6 0.2 1.0
C -2.112 3.416 7.270 -0.3 0.4 -0.2
H -1.857 2.138 3.212 0.8 -0.6 -0.5
H -0.085 2.266 3.767 -0.5 -0.7 0.8
H -1.563 4.743 3.271 0.3 0.3 0.2
H -1.162 3.908 1.851 0.5 -0.4 -0.1
H 0.177 4.315 3.023 -0.2 0.4 -0.3
H -2.988 3.958 6.913 0.0 -0.2 0.0
H -1.595 4.019 8.017 0.0 -0.4 0.1
H -2.400 2.431 7.639 -0.2 0.2 0.4
```
Positions in Å, forces in eV/Å.

Summary:
Calculated total energy = -2602.95472 Eh
HOMO-LUMO gap (spin up / spin down) = 8.691 / 3.560 eV
Charge = +1
2S+1 = 2

=====

(2)
ORCA calculation (ωB97M-V with the def2-TZVPD basis set) on a cluster of 5 separate species, C32H73F2NOS in total.

```
110
Properties=species:S:1:pos:R:3:forces:R:3
C 4.778 -0.790 -2.687 -0.2 0.1 0.1
O 4.459 -1.273 -3.969 0.1 0.0 0.0
C 3.141 -1.011 -4.400 -0.3 -0.1 0.0
C 2.713 -2.243 -5.200 0.0 0.2 0.0
C 1.333 -2.193 -5.828 0.0 -0.2 0.1
F 2.715 -3.315 -4.288 0.0 0.2 -0.1
C 3.099 0.340 -5.143 0.1 0.2 0.0
C 1.735 1.015 -5.400 0.1 -0.1 0.0
C 0.807 1.229 -4.193 0.2 -0.2 0.2
C 1.087 2.494 -3.378 0.0 0.2 -0.2
S 2.293 2.344 -2.017 -0.1 -0.1 0.0
N 3.934 0.260 -6.348 -0.1 0.2 0.0
F 3.118 -0.266 -7.404 0.1 -0.1 0.0
H 4.041 -1.128 -1.944 0.1 0.0 -0.1
H 4.823 0.311 -2.648 0.1 -0.1 0.0
H 5.758 -1.187 -2.427 0.0 0.0 0.0
H 2.466 -0.950 -3.533 0.1 0.0 0.0
H 3.479 -2.456 -5.952 -0.1 0.0 0.1
H 0.578 -1.828 -5.128 0.1 0.0 0.1
H 1.317 -1.576 -6.723 0.0 -0.1 0.0
H 1.060 -3.214 -6.103 0.0 0.1 0.0
H 3.697 1.024 -4.521 0.0 -0.1 -0.1
H 1.950 1.991 -5.855 0.0 -0.1 0.0
H 1.212 0.444 -6.165 0.0 0.0 0.1
H 0.851 0.367 -3.524 -0.1 0.0 0.0
H -0.227 1.262 -4.549 0.1 0.1 -0.1
H 1.423 3.302 -4.034 -0.1 -0.1 0.0
H 0.178 2.841 -2.883 0.0 0.0 0.0
H 3.191 1.622 -2.690 0.1 0.0 0.1
H 4.069 1.209 -6.697 0.0 0.0 0.0
C 1.514 0.540 1.514 0.0 0.1 0.0
C 2.646 1.232 2.263 0.0 0.0 0.0
C 4.028 0.797 1.777 0.0 0.0 0.0
C 4.290 -0.709 1.865 0.0 0.0 0.0
C 4.079 -1.314 3.252 0.0 0.0 0.0
C 4.974 -0.705 4.326 0.0 0.0 0.0
H 1.538 -0.539 1.674 0.0 0.0 0.0
H 0.535 0.895 1.842 0.0 0.0 0.0
H 1.598 0.727 0.441 0.0 -0.1 0.0
H 2.549 1.037 3.335 0.0 0.0 0.0
H 2.558 2.315 2.144 0.0 0.0 0.0
H 4.793 1.340 2.338 0.0 0.0 0.0
H 4.145 1.105 0.731 0.0 0.0 0.0
H 5.319 -0.903 1.545 0.0 0.0 0.0
H 3.650 -1.233 1.150 0.0 0.0 0.0
H 4.261 -2.390 3.194 0.0 0.0 0.0
H 3.031 -1.204 3.546 0.0 0.0 0.0
H 6.028 -0.808 4.058 0.0 0.0 0.0
H 4.825 -1.191 5.291 0.0 0.0 0.0
H 4.773 0.359 4.460 0.0 0.0 0.0
C 0.218 -1.646 -1.574 0.0 0.0 0.0
C -0.286 -2.356 -0.326 0.0 0.0 0.0
C 0.173 -3.809 -0.223 0.0 0.0 0.0
C -0.261 -4.700 -1.388 0.0 0.0 0.0
C -1.767 -4.716 -1.648 0.0 0.0 0.0
C -2.587 -5.194 -0.455 0.0 0.0 0.0
H -0.168 -2.115 -2.481 0.0 0.0 -0.1
H -0.086 -0.598 -1.580 0.0 0.0 0.0
H 1.311 -1.678 -1.625 0.0 0.0 0.0
H -1.380 -2.308 -0.298 0.0 0.0 0.0
H 0.059 -1.818 0.556 0.0 0.0 0.0
H -0.192 -4.228 0.719 0.0 0.0 0.0
H 1.266 -3.831 -0.159 0.0 0.0 0.0
H 0.076 -5.722 -1.188 0.0 0.0 0.0
H 0.256 -4.388 -2.300 0.0 0.0 0.0
H -1.967 -5.360 -2.508 0.0 0.0 0.0
H -2.102 -3.716 -1.940 0.0 0.0 0.0
H -2.276 -6.194 -0.144 0.0 0.0 0.0
H -3.651 -5.234 -0.692 0.0 0.0 0.0
H -2.468 -4.532 0.406 0.0 0.0 0.0
C -3.630 0.492 6.662 0.0 0.0 0.0
C -2.509 0.830 5.687 0.1 0.0 0.0
C -2.880 0.594 4.224 -0.1 0.0 0.0
C -3.237 -0.851 3.871 0.0 0.0 -0.1
C -2.117 -1.860 4.126 0.0 0.0 0.0
C -0.854 -1.512 3.348 0.0 0.0 0.0
H -3.898 -0.565 6.616 0.0 0.0 0.0
H -3.345 0.713 7.691 0.0 0.0 0.0
H -4.530 1.068 6.434 0.0 0.0 0.0
H -1.618 0.248 5.940 0.0 0.0 0.0
H -2.225 1.879 5.809 0.0 0.0 0.0
H -2.055 0.926 3.589 0.0 0.0 0.0
H -3.732 1.234 3.968 0.0 0.0 0.0
H -3.489 -0.886 2.805 0.0 0.0 0.0
H -4.141 -1.154 4.404 0.0 0.0 0.0
H -2.468 -2.853 3.836 0.0 0.0 0.0
H -1.892 -1.918 5.195 0.0 0.0 0.0
H -1.078 -1.414 2.283 0.0 0.0 0.1
H -0.076 -2.269 3.458 0.0 0.0 0.0
H -0.432 -0.562 3.681 0.0 0.0 0.0
C -2.810 2.158 0.094 0.0 0.0 0.0
C -3.138 3.115 1.235 0.1 0.0 0.0
C -4.609 3.524 1.291 0.0 0.0 0.0
C -5.121 4.249 0.044 0.0 0.0 0.0
C -4.331 5.500 -0.337 0.0 0.0 0.0
C -4.317 6.568 0.751 0.0 0.0 0.0
H -3.000 2.610 -0.881 0.0 0.0 0.0
H -1.762 1.855 0.119 0.0 0.0 0.0
H -3.419 1.253 0.161 0.0 0.0 0.0
H -2.506 4.005 1.158 0.0 0.0 0.0
H -2.872 2.643 2.183 0.0 0.0 0.0
H -4.769 4.151 2.172 0.0 0.0 0.0
H -5.218 2.628 1.446 0.0 0.0 0.0
H -6.167 4.527 0.210 0.0 0.0 0.0
H -5.125 3.559 -0.804 0.0 0.0 0.0
H -4.761 5.919 -1.251 0.0 0.0 0.0
H -3.302 5.225 -0.589 0.0 0.0 0.0
H -5.334 6.865 1.018 0.0 0.0 0.0
H -3.783 7.461 0.426 0.0 0.0 0.0
H -3.831 6.209 1.660 0.0 0.0 0.0
```
Positions in Å, forces in eV/Å.

Summary:
Calculated total energy = -1990.88937 Eh
HOMO-LUMO gap = 9.819 eV
Charge = 0
Structure (SMILES) = CO[C@H]([C@H](C)F)[C@H](CCCS)NF.CCCCCC.CCCCCC.CCCCCC.CCCCCC

=====

(3)
ORCA calculation (ωB97M-V with the def2-TZVPD basis set) on a cluster of 3 separate species, C32H73F5N8O6P2 in total in a non-equilibrium geometry.

```
126
Properties=species:S:1:pos:R:3:forces:R:3
C 7.214 -5.595 2.087 0.1 -0.1 0.1
C 7.181 -4.297 2.341 -0.1 0.0 -0.2
C 7.324 -3.276 1.237 0.5 -0.1 0.5
C 7.155 -1.809 1.628 0.2 0.3 -0.3
C 7.689 -1.463 3.009 0.0 0.2 -0.3
O 5.804 -1.362 1.514 -0.1 -0.2 0.3
C 5.585 -0.373 0.538 -0.1 0.2 -0.1
C 5.575 -0.939 -0.893 0.0 -0.2 -0.2
C 6.793 -0.565 -1.757 -0.3 -0.2 0.2
N 7.662 -1.720 -1.932 0.2 0.1 0.2
C 9.055 -1.427 -2.273 -0.2 -0.3 0.4
O 4.365 -0.592 -1.567 0.0 0.3 -0.2
C 3.480 -1.674 -1.666 -0.3 0.0 0.1
C 3.933 -2.694 -2.733 0.5 0.0 0.4
C 4.044 -4.145 -2.226 0.0 0.3 -0.6
C 2.880 -5.034 -2.644 0.2 -0.1 0.3
C 3.086 -6.505 -2.354 -0.7 0.3 -0.1
F 2.044 -7.169 -2.930 0.0 -0.2 -0.1
F 4.209 -6.971 -2.937 0.2 0.0 0.2
C 3.067 -6.900 -0.832 0.0 -0.5 0.1
F 3.019 -5.819 -0.039 0.1 -0.2 -0.1
F 1.985 -7.643 -0.555 0.3 0.2 0.0
F 4.148 -7.624 -0.513 -0.2 0.3 0.0
O 2.239 -1.099 -1.942 -0.1 0.1 -0.1
C 1.177 -2.033 -1.884 0.0 -0.1 0.3
C -0.122 -1.362 -1.442 -0.4 -0.9 -0.1
N -0.592 -1.980 -0.190 -0.1 0.3 0.1
C -1.764 -1.286 0.376 0.0 -0.2 -0.6
C -3.089 -2.025 0.156 -0.6 0.7 0.5
C -3.563 -2.767 1.411 0.0 -0.2 -0.2
O -4.048 -0.998 -0.157 0.0 -0.1 -0.1
H 7.008 -6.338 2.843 0.2 0.0 0.1
H 7.490 -5.953 1.102 -0.3 -0.1 -0.2
H 7.086 -3.966 3.367 -0.4 0.1 0.0
H 8.340 -3.369 0.843 0.0 0.0 -0.1
H 6.665 -3.553 0.418 -0.1 0.2 -0.1
H 7.761 -1.230 0.924 -0.1 0.0 -0.2
H 7.756 -0.379 3.092 0.0 0.1 0.1
H 8.700 -1.858 3.110 0.0 -0.1 0.2
H 7.032 -1.818 3.798 0.1 -0.1 0.1
H 6.319 0.435 0.638 0.1 0.0 0.0
H 4.611 0.075 0.724 -0.1 -0.1 0.1
H 5.605 -2.023 -0.770 0.0 -0.1 0.0
H 7.357 0.202 -1.230 0.1 0.1 -0.1
H 6.427 -0.144 -2.699 0.0 0.1 0.0
H 7.257 -2.396 -2.561 0.0 0.0 -0.1
H 9.216 -0.352 -2.306 0.1 0.0 -0.3
H 9.712 -1.831 -1.498 0.1 0.0 0.0
H 9.358 -1.896 -3.208 0.0 0.2 -0.2
H 3.425 -2.159 -0.677 -0.1 -0.2 0.0
H 3.333 -2.600 -3.637 -0.1 0.0 0.0
H 4.944 -2.387 -2.997 0.0 0.1 -0.2
H 4.186 -4.117 -1.148 0.0 -0.2 0.1
H 4.940 -4.570 -2.677 0.1 -0.1 0.1
H 2.753 -4.980 -3.726 0.0 0.0 -0.1
H 1.931 -4.765 -2.184 0.0 0.2 0.0
H 1.405 -2.809 -1.143 0.1 0.1 0.1
H 1.053 -2.557 -2.838 0.1 0.2 -0.2
H -0.875 -1.542 -2.220 0.0 0.4 -0.2
H 0.002 -0.296 -1.294 0.1 0.1 0.0
H -0.901 -2.913 -0.441 0.2 -0.2 0.2
H -1.629 -1.106 1.441 0.1 0.0 0.1
H -1.874 -0.320 -0.112 0.1 0.1 0.1
H -3.045 -2.693 -0.711 0.3 -0.1 0.0
H -4.288 -2.147 1.937 0.1 0.1 0.1
H -2.742 -2.950 2.100 0.1 -0.2 0.0
H -4.066 -3.703 1.173 0.1 -0.1 0.0
H -4.921 -1.323 0.086 -0.1 0.1 -0.1
C -7.400 2.209 3.491 0.1 0.1 0.0
N -7.125 1.994 2.091 -0.6 -0.1 0.4
C -5.700 1.943 1.790 -0.1 0.1 -0.4
P -8.154 1.382 0.828 -0.9 1.0 5.7
O -7.664 -0.029 0.798 0.5 0.3 -3.2
N -9.826 1.174 1.235 0.0 0.3 0.2
C -10.296 1.194 2.612 0.0 0.0 0.1
C -10.416 0.047 0.516 0.1 -0.1 -0.2
N -8.374 2.957 0.144 0.9 -1.6 -3.1
C -7.674 3.247 -1.105 0.1 0.0 0.0
C -8.477 4.099 1.010 0.0 0.1 0.4
H -6.899 3.126 3.830 0.1 0.0 0.0
H -7.049 1.381 4.124 0.0 0.0 0.0
H -8.456 2.352 3.693 0.0 0.0 -0.1
H -5.326 2.935 1.503 0.1 0.0 0.1
H -5.478 1.256 0.972 0.0 0.0 0.0
H -5.125 1.598 2.652 -0.1 0.0 0.0
H -9.716 0.544 3.280 -0.1 0.0 0.0
H -11.331 0.852 2.634 0.0 -0.1 -0.1
H -10.313 2.206 3.019 0.1 0.0 0.0
H -10.197 -0.918 0.987 0.0 0.0 0.0
H -10.049 0.003 -0.509 0.0 0.0 0.0
H -11.498 0.184 0.467 0.0 0.0 0.1
H -6.610 3.483 -0.953 0.0 0.1 0.0
H -8.141 4.093 -1.615 0.0 0.0 0.0
H -7.731 2.390 -1.778 0.0 0.0 0.0
H -7.501 4.471 1.350 0.0 -0.1 0.0
H -9.095 3.897 1.883 0.0 -0.1 0.0
H -8.973 4.893 0.446 0.0 0.0 0.0
C -1.850 4.993 -1.808 -0.1 0.2 -0.1
N -1.532 4.565 -0.464 0.6 -0.2 -0.1
C -2.693 4.538 0.408 0.0 0.0 0.4
P -0.179 3.712 0.155 0.2 0.7 -4.6
O -0.627 2.325 0.405 0.2 0.3 2.6
N 1.075 3.508 -1.032 -0.5 0.6 -0.3
C 0.870 3.725 -2.456 0.1 0.0 -0.1
C 1.796 2.255 -0.820 0.1 -0.1 0.3
N 0.607 4.945 0.997 -0.3 -1.6 2.3
C 0.499 4.936 2.456 -0.1 0.0 0.1
C 0.641 6.266 0.430 0.0 0.2 -0.3
H -2.337 5.975 -1.776 -0.1 -0.1 0.0
H -2.528 4.296 -2.318 0.0 0.0 0.0
H -0.974 5.113 -2.426 0.0 0.0 0.1
H -2.814 5.483 0.955 -0.1 0.0 -0.1
H -2.622 3.732 1.141 0.0 0.0 0.0
H -3.603 4.361 -0.170 0.0 0.0 0.0
H -0.018 3.214 -2.854 0.1 0.0 -0.1
H 1.737 3.343 -2.997 0.0 -0.1 0.1
H 0.815 4.786 -2.701 0.0 0.0 0.0
H 1.273 1.394 -1.241 0.0 0.0 0.0
H 1.943 2.063 0.243 0.0 0.0 0.0
H 2.786 2.319 -1.274 0.0 0.1 -0.1
H -0.461 5.333 2.816 0.1 0.1 0.0
H 1.301 5.531 2.897 0.0 0.0 -0.1
H 0.604 3.919 2.835 0.0 0.0 -0.1
H -0.283 6.831 0.610 0.0 -0.1 0.0
H 0.833 6.240 -0.642 0.0 -0.1 0.0
H 1.471 6.807 0.890 0.0 0.0 0.0
```
Positions in Å, forces in eV/Å.

Summary:
Calculated total energy = -3334.45702 Eh
HOMO-LUMO gap = 8.466 eV
Charge = 0
Structure (SMILES) = C=CC[C@H](C)OC[C@H](CNC)O[C@H](CCCC(F)(F)C(F)(F)F)OCCNC[C@@H](C)O.CN(C)P(=O)(N(C)C)N(C)C.CN(C)P(=O)(N(C)C)N(C)C

=====

> What is the formula in the third record?

C32H73F5N8O6P2

=====

> Among the records above, which one has the highest charge?

C32H72N8O12

=====

> calculated total energy of number 3 (C32H73F5N8O6P2)?

-3334.45702 Eh